Record 1
The following is a quantum chemistry calculation of C34H53N4OP2PbS as an isolated structure at a distorted geometry, from the Open Molecules 2025 dataset.

calculated total energy	-78760.464	eV
net charge	+3
gap between HOMO and LUMO (alpha / beta)	4.79 / 4.80	eV

Geometry as XYZ:
```
96
Properties=species:S:1:pos:R:3:forces:R:3:mulliken_charge:R:1
C -2.079701 -1.717151 -0.895357 -0.001 0.987 0.829 0.031
C 0.077082 -1.682138 -1.781491 -0.027 -1.436 0.581 -0.603
C -2.467795 -2.710595 -1.783995 0.337 -0.750 -1.129 -0.649
C -0.304139 -2.603019 -2.781868 0.717 0.356 0.015 -0.703
C -1.556231 -3.187521 -2.721172 -0.773 -0.111 -0.062 -1.198
H -3.496402 -3.069338 -1.749508 0.326 -0.077 -0.049 0.612
H 0.446053 -2.894744 -3.527285 -0.430 0.037 0.245 0.589
H -1.833732 -3.983723 -3.408985 0.033 0.211 0.075 0.508
N -0.823006 -1.270893 -0.824400 0.031 -0.201 0.004 1.321
P -3.012288 0.511521 0.652400 -0.208 0.134 0.369 0.246
P 2.277292 -0.770066 -0.172359 0.687 0.006 -0.094 0.708
C -3.179971 -1.199389 0.038844 0.089 -0.330 -0.301 -1.454
H -4.157223 -1.274976 -0.467018 0.389 -0.145 0.030 0.733
H -3.235984 -1.880190 0.900390 0.043 0.139 -0.115 0.628
C 0.252953 2.598265 2.887037 1.733 3.530 1.102 0.094
O 0.867713 3.537449 3.122756 -1.718 -2.727 -0.773 -0.153
C 1.496424 -1.497146 -1.628303 -1.160 4.188 -0.248 -0.800
H 2.040632 -1.318389 -2.548667 -0.049 -0.651 -0.355 0.899
C 3.787136 0.502321 -0.504551 -0.043 -0.174 -0.347 1.896
C 2.910487 -2.580176 0.010495 0.060 -0.731 0.445 1.599
C -3.777021 1.579555 -0.723447 0.190 0.219 0.086 1.873
C -3.933802 0.488115 2.305322 0.101 0.143 -0.210 1.829
C 3.434761 1.907735 0.018306 -0.627 0.142 0.277 -1.455
H 3.427509 1.955759 1.116209 -0.014 -0.106 -0.187 0.320
H 4.200307 2.632581 -0.319069 -0.254 -0.496 0.070 0.527
H 2.464304 2.264444 -0.341112 0.267 -0.024 0.032 0.096
C 5.050451 0.084845 0.260063 0.053 -0.372 0.065 -1.836
H 4.874575 0.126860 1.344173 0.094 -0.059 -0.244 0.350
H 5.404690 -0.914998 -0.002155 0.024 0.221 0.027 0.301
H 5.870577 0.791216 0.042483 -0.427 -0.167 -0.027 0.493
C 4.018747 0.616249 -2.006674 0.095 -0.014 -0.299 -1.735
H 4.838568 1.326702 -2.200702 -0.216 -0.251 0.095 0.557
H 4.291942 -0.333880 -2.472444 0.047 0.060 0.014 0.255
H 3.133595 1.018626 -2.514796 0.125 -0.083 0.041 0.285
C 3.587097 -2.749640 1.356986 0.312 0.082 0.660 -1.652
H 2.841408 -2.651630 2.157318 0.193 -0.066 -0.218 0.250
H 4.012089 -3.765141 1.409829 -0.094 0.275 -0.059 0.551
H 4.386887 -2.028991 1.553269 -0.136 -0.246 -0.129 0.302
C 1.692547 -3.512960 0.013600 -0.524 -0.245 0.101 -1.555
H 0.864510 -3.042941 0.558617 0.096 -0.233 -0.186 0.011
H 1.349670 -3.760426 -0.996440 0.131 -0.134 0.232 0.405
H 1.901131 -4.458082 0.536034 0.227 0.289 -0.207 0.547
C 3.820869 -2.899341 -1.177452 0.611 -0.312 -0.572 -1.362
H 3.505414 -2.430080 -2.116322 0.281 -0.222 0.321 0.194
H 4.870059 -2.611856 -1.031140 -0.306 -0.178 0.080 0.352
H 3.778322 -3.979470 -1.384567 0.226 0.190 0.314 0.422
C -3.777064 1.880452 2.952780 -0.111 -0.056 -0.043 -1.600
H -4.179753 1.842452 3.976189 0.066 0.076 -0.319 0.513
H -2.720658 2.186023 3.021108 -0.234 -0.081 0.002 0.165
H -4.324097 2.652509 2.396568 0.148 -0.188 0.218 0.341
C -3.325645 -0.567736 3.262347 0.050 0.066 -0.175 -1.752
H -3.540960 -1.598675 2.944640 0.069 0.287 0.146 0.359
H -2.233201 -0.473658 3.388435 -0.353 0.020 -0.075 0.306
H -3.777093 -0.424388 4.259804 0.104 -0.084 -0.429 0.602
C -5.406055 0.158784 2.036799 -0.272 0.046 0.330 -1.563
H -5.888931 -0.103427 2.987093 0.033 0.055 -0.183 0.527
H -5.942982 1.017807 1.622929 0.112 -0.250 0.098 0.345
H -5.533113 -0.696012 1.360947 -0.004 0.130 0.181 0.247
C -3.050709 1.193525 -2.006921 0.627 -0.442 -0.986 -1.568
H -3.014266 2.034542 -2.719508 -0.214 -0.113 0.379 0.582
H -2.002358 0.900687 -1.867748 -0.157 0.111 0.127 -0.080
H -3.538130 0.381598 -2.563855 -0.018 0.013 0.303 0.268
C -3.448490 3.050887 -0.431107 -0.045 0.105 0.166 -1.636
H -2.364694 3.204212 -0.317409 -0.252 0.007 -0.031 0.251
H -3.795732 3.664368 -1.278122 0.104 -0.187 0.310 0.522
H -3.958406 3.401596 0.471726 0.143 0.053 -0.191 0.317
C -5.280335 1.406884 -0.955450 -0.305 0.159 0.034 -1.756
H -5.609810 0.361256 -0.974906 0.077 0.172 0.016 0.294
H -5.874340 1.952849 -0.217855 0.083 -0.160 -0.083 0.397
H -5.535300 1.840910 -1.936799 0.180 -0.134 0.281 0.480
Pb -0.241340 0.398707 1.159341 0.102 -0.149 -0.413 1.421
N 0.291912 1.762542 -1.035256 0.202 1.448 -3.237 -0.402
C 0.488855 2.055590 -2.164099 0.159 -3.084 3.030 0.262
C 0.813661 2.065658 -3.549822 -0.245 0.670 -1.034 0.580
C 0.699539 3.362360 -4.058518 -0.270 -0.041 0.351 -0.818
C 1.048641 0.975778 -4.448642 -0.276 0.343 0.635 0.240
C 0.734121 3.576396 -5.417102 0.035 0.548 -0.206 -0.753
H 0.507382 4.162296 -3.332893 0.101 -0.123 -0.580 0.494
C 1.129875 1.237205 -5.814455 -0.021 -0.351 0.442 -0.991
H 1.136622 -0.056894 -4.096162 -0.076 0.475 -0.053 0.402
C 0.952627 2.527804 -6.297926 -0.004 0.314 0.248 -0.463
H 0.559841 4.586857 -5.760241 0.136 -0.044 -0.268 0.432
H 1.292815 0.423929 -6.519873 0.023 0.133 0.255 0.448
H 0.983674 2.727905 -7.357614 -0.011 -0.070 -0.108 0.458
S 0.172072 -1.903753 2.755833 -0.076 0.234 0.104 -0.298
C 1.064097 -1.118764 3.981093 0.375 -0.108 1.029 0.184
N 2.036216 -1.749362 4.667340 -0.802 -0.179 -1.139 -0.080
C 2.402128 -1.048889 5.877250 0.537 -0.357 0.809 -0.539
C 1.708448 0.297669 5.718734 0.366 0.750 0.446 -0.536
N 0.894903 0.100300 4.532914 -0.656 -0.134 -0.880 0.175
H 2.261706 -2.717558 4.468894 -0.113 0.259 0.214 0.286
H 3.485592 -0.959680 5.951016 -0.077 0.040 0.078 0.336
H 2.035204 -1.589901 6.754929 0.095 0.037 -0.112 0.302
H 2.436069 1.103173 5.563024 -0.203 -0.087 0.031 0.300
H 1.086173 0.550402 6.584599 0.140 -0.051 -0.223 0.352
H 0.222753 0.799388 4.223053 0.213 -0.746 0.205 0.017
```
Forces are in eV/Å.

***

Record 2
The following is a quantum chemistry calculation of a 7-piece molecular cluster, C10H35N3O7 overall at a distorted geometry, from the Open Molecules 2025 dataset.

calculated total energy	-29736.253	eV
gap between HOMO and LUMO	9.27	eV
SMILES string	COC[C@H](C)N.NC(N)=O.CO.CO.CO.CO.CO

Geometry as XYZ:
```
55
Properties=species:S:1:pos:R:3:forces:R:3:nbo_charge:R:1
C 0.697977 2.114513 0.382630 0.650 0.913 0.737 -0.268
O -0.448603 1.441673 0.879960 0.727 -0.236 -0.421 -0.764
H 1.054117 1.844713 -0.611590 -0.524 -0.332 -0.185 0.173
H 0.467167 3.179793 0.383100 0.075 0.052 -0.092 0.185
H 1.537357 1.947373 1.057630 0.084 0.023 0.060 0.188
H -0.427613 0.591693 0.434210 -0.144 -0.871 0.046 0.510
C 0.122177 -1.378057 -3.668500 -1.477 1.454 -1.665 -0.278
O 0.412537 -2.405247 -2.803560 0.484 -1.118 0.591 -0.720
H 0.624587 -1.347177 -4.635310 1.047 -0.051 0.346 0.185
H -0.882863 -1.485547 -4.076490 -0.482 -0.240 0.640 0.188
H 0.141537 -0.418397 -3.152010 0.296 0.330 -0.291 0.161
H 1.368477 -2.465877 -2.739460 0.095 -0.194 0.211 0.479
C -5.552753 0.575593 -0.979750 -0.509 -0.053 0.830 -0.281
O -5.752923 0.288643 -2.370730 0.458 0.557 0.856 -0.706
H -6.352743 0.156713 -0.369290 0.069 -0.520 -0.295 0.180
H -4.579153 0.214333 -0.648550 -0.128 -0.319 0.157 0.150
H -5.581983 1.629213 -0.702000 0.040 0.346 -0.586 0.200
H -5.010903 0.790723 -2.715590 -0.170 -0.082 -0.945 0.451
C -4.341323 -3.119987 2.561050 -1.631 1.285 0.167 -0.266
O -3.752343 -3.256817 3.822610 0.802 0.051 0.298 -0.716
H -5.060733 -3.920157 2.387050 0.450 -0.338 -0.612 0.170
H -4.974403 -2.236797 2.646360 -0.377 0.090 0.334 0.180
H -3.760113 -2.762417 1.711090 0.798 -0.996 -0.017 0.166
H -2.956113 -3.792377 3.794330 -0.049 -0.094 -0.174 0.466
C -2.085343 -1.191477 -0.472780 -1.520 1.055 0.157 -0.262
O -0.743993 -0.823107 -0.618730 0.825 -0.720 0.188 -0.767
H -2.376903 -2.220047 -0.685270 0.572 -0.149 -0.155 0.185
H -2.418223 -0.962587 0.539590 0.120 0.008 0.078 0.187
H -2.618023 -0.510777 -1.136840 -0.693 -0.353 -0.019 0.166
H -0.462253 -1.286347 -1.410960 0.742 -0.173 -0.104 0.502
C -3.279553 2.930653 0.225420 -1.865 4.762 0.427 0.739
O -4.213313 3.642473 -0.114620 -1.805 0.145 0.076 -0.713
N -2.690483 2.144493 -0.548560 1.649 -5.171 -5.293 -0.829
N -2.557963 3.153443 1.277810 1.109 1.521 4.819 -0.843
H -3.160393 2.009523 -1.432340 0.579 -0.325 0.104 0.387
H -1.839963 1.700723 -0.232690 -0.120 -0.137 -0.630 0.406
H -1.708423 2.634263 1.447610 -0.265 0.261 0.214 0.410
H -2.780113 4.003203 1.776470 0.145 -0.417 0.161 0.398
C 6.745277 1.259763 0.116280 2.590 2.495 -3.794 -0.609
C 5.836717 0.606033 0.950010 -2.543 -1.431 2.908 -0.099
C 4.667537 -0.157647 0.261840 -0.088 1.378 -0.617 -0.072
O 3.482477 -0.226737 1.044460 -0.366 -2.335 0.560 -0.543
C 2.665607 -1.340197 0.600860 -0.848 0.389 1.148 -0.278
N 6.659267 -0.172447 1.896630 -1.165 0.199 -0.146 -0.814
H 7.427677 1.879843 0.697590 0.226 -0.340 -0.003 0.233
H 6.340277 1.946473 -0.627030 -0.602 0.143 0.093 0.210
H 7.300557 0.584533 -0.534740 0.448 -0.328 0.229 0.195
H 5.409587 1.362973 1.607810 -0.634 0.085 -0.081 0.197
H 5.005947 -1.115467 -0.133320 0.000 -0.340 0.292 0.166
H 4.260507 0.409393 -0.575350 0.912 0.298 -0.757 0.166
H 2.117187 -1.160487 -0.323820 0.643 0.142 -0.590 0.165
H 1.825407 -1.519397 1.271720 0.035 0.774 0.605 0.202
H 3.112637 -2.332747 0.656590 0.874 0.226 -0.553 0.179
H 5.948867 -0.540807 2.512870 0.484 -0.842 0.483 0.357
H 7.138057 -0.893627 1.376290 -0.026 -0.476 0.212 0.344
```
Forces are in eV/Å.

***

These records have energy relative to the best compared isomer or geometry (same formula, charge and spin) values of 51.8, 201.8 kJ/mol, in the order they appear.